1.
The following is a DFT calculation (wB97M-V/def2-TZVPD) of 2 unconnected molecules or ions with the total composition C2H2N2O4 at a distorted geometry.

Positions of all 10 atoms, in Å:
C -0.746 2.766 1.241
C -3.164 3.389 0.608
N -1.779 2.655 0.693
N 1.086 -0.355 -0.334
O -4.026 2.670 0.110
O 0.266 2.701 1.854
O -3.058 4.526 1.059
O 0.236 -0.769 -1.536
H 0.463 -0.139 0.591
H -0.397 0.041 -1.778

Properties
ΔE to the lowest compared entry with this formula, charge and spin ... 64.4 kcal/mol
HOMO ... 1.841 eV
Total charge ... -2
Maximum force ... 3.4 eV/Å

=====

2.
The following is a DFT calculation (wB97M-V/def2-TZVPD) of a molecular structure, C56H44AsKN3O2PS5 at a distorted geometry.

Positions of all 113 atoms, in Å:
K 0.178 -0.141 -0.185
C -1.103 2.268 -2.729
O -1.240 1.963 -1.348
C -1.541 2.983 -0.496
C -1.682 4.300 -0.919
C -1.980 5.303 -0.003
C -2.136 4.994 1.337
C -2.004 3.678 1.757
C -1.718 2.654 0.863
N -1.558 1.287 1.239
N -1.945 1.081 2.426
C -1.855 -0.148 3.010
C -1.456 -1.368 2.359
O -1.187 -1.482 1.144
C -1.376 -2.558 3.205
C -1.685 -2.545 4.512
C -2.132 -1.348 5.167
C -2.471 -1.357 6.530
C -2.907 -0.219 7.163
C -3.010 0.966 6.420
C -2.679 0.997 5.088
C -2.225 -0.159 4.412
H -2.049 2.640 -3.135
H -0.829 1.334 -3.216
H -0.318 3.008 -2.892
H -1.558 4.554 -1.961
H -2.076 6.325 -0.348
H -2.352 5.772 2.059
H -2.112 3.416 2.799
H -1.034 -3.457 2.706
H -1.599 -3.451 5.106
H -2.379 -2.290 7.077
H -3.163 -0.234 8.216
H -3.353 1.874 6.902
H -2.761 1.917 4.530
C 1.958 -1.434 5.198
S 2.586 0.260 5.247
C 3.955 0.167 4.156
C 3.906 -0.082 2.818
S 2.560 -0.510 1.855
S 5.480 0.038 2.040
C 6.454 0.408 3.408
S 8.104 0.631 3.348
S 5.527 0.494 4.843
H 1.034 -1.431 5.778
H 2.670 -2.130 5.639
H 1.734 -1.707 4.168
C 3.190 -1.152 -3.010
C 4.188 -1.404 -1.883
As 5.502 -2.725 -2.507
C 6.788 -2.623 -1.038
C 6.434 -2.142 0.218
C 7.374 -2.080 1.241
C 8.672 -2.510 1.020
C 9.031 -3.005 -0.229
C 8.094 -3.062 -1.249
C 6.444 -1.510 -3.725
C 6.372 -1.739 -5.095
C 6.977 -0.869 -5.994
C 7.673 0.235 -5.525
C 7.754 0.470 -4.158
C 7.139 -0.394 -3.264
P 2.055 0.299 -2.744
C 3.449 1.466 -2.169
C 4.604 1.812 -2.873
C 5.565 2.640 -2.315
C 5.389 3.148 -1.030
C 4.249 2.817 -0.316
C 3.293 1.984 -0.890
C 1.962 1.084 -4.413
C 1.922 2.474 -4.528
C 1.801 3.092 -5.763
C 1.733 2.329 -6.922
C 1.782 0.947 -6.826
C 1.886 0.334 -5.584
H 2.537 -2.016 -3.130
H 3.698 -1.008 -3.970
H 3.682 -1.812 -1.005
H 4.714 -0.502 -1.568
H 5.429 -1.784 0.408
H 7.092 -1.667 2.202
H 9.406 -2.445 1.813
H 10.046 -3.337 -0.410
H 8.388 -3.433 -2.225
H 5.822 -2.598 -5.464
H 6.899 -1.051 -7.059
H 8.144 0.917 -6.222
H 8.284 1.338 -3.785
H 7.189 -0.189 -2.201
H 4.759 1.424 -3.877
H 6.459 2.886 -2.877
H 6.147 3.781 -0.585
H 4.108 3.184 0.693
H 2.424 1.700 -0.306
H 2.006 3.085 -3.636
H 1.770 4.174 -5.820
H 1.642 2.809 -7.890
H 1.730 0.337 -7.721
H 1.892 -0.746 -5.518
N -7.878 -2.299 -3.221
C -6.736 -2.149 -3.251
C -5.315 -1.953 -3.294
C -4.541 -2.684 -4.197
C -3.177 -2.487 -4.253
C -2.543 -1.555 -3.416
C -3.336 -0.841 -2.502
C -4.701 -1.035 -2.441
C -1.137 -1.334 -3.493
C 0.079 -1.148 -3.518
H -5.018 -3.403 -4.851
H -2.570 -3.050 -4.949
H -2.857 -0.143 -1.827
H -5.299 -0.481 -1.729

Properties
ΔE to the lowest compared entry with this formula, charge and spin ... 13.7 kcal/mol
HOMO ... -2.715 eV
Total charge ... -2
Maximum force ... 1.4 eV/Å

=====

3.
The following is a DFT calculation (wB97M-V/def2-TZVPD) of 5 unconnected molecules or ions with the total composition C5H16NO5 at a distorted geometry.

Positions of all 27 atoms, in Å:
O 0.261 0.281 1.608
C -0.505 -0.360 0.877
N -0.131 -1.685 0.759
C 2.431 -1.379 -0.072
O 3.426 -0.996 -0.589
C -1.801 0.243 0.343
C -2.089 0.201 -1.122
C -1.368 1.411 -1.762
H -0.778 -2.359 0.237
H 2.113 -0.951 0.913
H 1.860 -2.289 -0.303
H -2.626 -0.459 0.706
H -2.186 1.228 0.782
H -3.169 0.475 -1.460
H -2.023 -0.809 -1.507
H -1.919 2.316 -1.709
H -0.530 1.619 -1.186
H -1.015 1.277 -2.829
H 1.817 -0.568 3.403
H 1.559 0.804 3.844
O 1.999 0.095 4.194
H -0.152 -1.825 -2.856
H 0.470 -1.676 -1.484
O 0.495 -2.202 -2.277
H 1.073 3.258 0.701
H 1.347 1.750 0.622
O 1.439 2.600 0.166

Properties
ΔE to the lowest compared entry with this formula, charge and spin ... 57.4 kcal/mol
HOMO ... -4.429 eV
Total charge ... -1
Maximum force ... 5.2 eV/Å

=====

no.,Kohn-Sham gap (eV)
1,4.52
2,6.45
3,7.80